--- one ---
This record from OMol25 describes the ion C5H8NO with charge +1. The level of theory is wB97M-V/def2-TZVPD.

The LUMO energy is -3.0002 eV. The orbital gap is 11.870 eV. As for the total charge: +1.

```
15
Properties=species:S:1:pos:R:3:lowdin_charge:R:1
O 2.299 0.747 -0.090 0.139
N 0.019 0.748 0.744 0.155
C 0.515 -1.775 0.141 0.025
C -1.134 0.360 0.010 -0.141
C 1.026 0.845 -0.374 -0.262
C -2.366 0.623 -0.245 0.139
C 0.239 -0.399 -0.293 -0.112
H -0.489 -2.367 0.377 0.166
H 0.579 1.403 -1.209 0.187
H -3.019 0.205 -1.020 0.107
H 0.872 -2.240 -0.688 0.059
H 1.324 -1.610 0.855 0.110
H -3.011 1.217 0.292 0.061
H 0.135 0.865 1.743 0.207
H 3.010 1.378 -0.243 0.159
```

***

--- two ---
This record from OMol25 describes a cluster of 2 separate species, C5H8NO in total. The level of theory is wB97M-V/def2-TZVPD.

The LUMO energy is -6.2032 eV. The orbital gap is 7.911 eV. As for the total charge: +1.

```
15
Properties=species:S:1:pos:R:3:lowdin_charge:R:1
O -0.704 0.031 0.026 -0.005
N -1.596 -0.801 -0.247 0.019
C 2.507 -2.037 0.035 0.245
C 1.663 1.452 -0.092 -0.019
C 1.888 -1.090 -0.379 -0.079
C -2.988 -0.637 0.053 -0.049
C 1.349 0.169 -0.738 -0.022
H -3.321 -1.588 0.460 0.105
H -3.387 0.148 0.754 0.120
H 2.991 -3.001 0.350 0.108
H 1.750 1.356 0.958 0.094
H 1.032 -0.113 -1.747 0.148
H 2.564 1.994 -0.540 0.161
H -3.495 -0.494 -0.860 0.092
H 0.879 2.145 -0.266 0.083
```

***

--- three ---
This record from OMol25 describes a structure of composition C5H8NO. The level of theory is wB97M-V/def2-TZVPD.

The LUMO energy is -4.3097 eV. The orbital gap is 9.699 eV. As for the total charge: +1.

```
15
Properties=species:S:1:pos:R:3:lowdin_charge:R:1
O 2.447 -0.770 -0.103 0.130
N -0.119 -0.828 -0.940 0.173
C -1.073 -0.528 0.088 -0.182
C -2.293 -0.796 0.531 0.145
C 0.243 0.104 0.062 -0.363
C 1.258 -0.913 0.387 -0.022
C 0.470 1.623 0.079 0.052
H -0.089 2.074 1.004 0.142
H -3.145 -1.400 0.275 0.086
H 1.492 1.715 0.460 0.086
H 0.344 2.112 -0.820 0.065
H 3.011 -1.638 -0.401 0.259
H -2.514 -0.050 1.250 0.068
H 0.900 -1.710 0.970 0.154
H -0.211 -1.125 -1.932 0.208
```

***

Energies, relative to the best one, in eV: one 0.000; two 2.368; three 0.241.

***

--- one ---
This record from OMol25 describes the ion C5H11N2O with charge +1. The level of theory is wB97M-V/def2-TZVPD.

The LUMO energy is -3.6795 eV. The orbital gap is 9.846 eV. As for the total charge: +1.

```
19
Properties=species:S:1:pos:R:3:lowdin_charge:R:1
O 1.945 -1.652 0.954 0.083
N 0.038 -0.253 0.525 -0.032
N -0.324 1.249 -1.709 0.015
C 0.903 1.264 2.313 0.162
C 0.408 0.463 1.455 -0.043
C -1.365 0.315 -1.413 -0.308
C 0.913 -1.394 0.150 -0.213
C -1.309 -0.161 -0.010 -0.117
H 1.279 2.232 2.003 0.113
H -1.988 0.532 0.659 0.188
H 0.270 -2.294 0.156 0.158
H 2.743 -1.262 0.701 0.100
H -1.609 -1.278 -0.011 0.162
H 0.631 0.948 3.361 0.138
H 1.148 -1.284 -0.938 0.159
H -2.364 0.561 -1.614 0.107
H -1.328 -0.531 -2.160 0.135
H 0.486 0.606 -2.002 0.108
H -0.477 1.939 -2.422 0.083
```

***

--- two ---
This record from OMol25 describes a structure of composition C5H11N2O. The level of theory is wB97M-V/def2-TZVPD.

The LUMO energy is -3.8888 eV. The orbital gap is 11.457 eV. As for the total charge: +1.

```
19
Properties=species:S:1:pos:R:3:lowdin_charge:R:1
O -2.095 -1.629 -0.284 -0.017
N 2.108 0.793 -0.015 0.085
N -0.124 -0.210 0.043 -0.218
C 1.323 1.652 -0.690 -0.167
C 1.704 -0.301 0.315 0.117
C -0.685 -1.522 -0.530 -0.151
C -0.570 -0.002 1.422 -0.019
C -0.129 0.993 -0.814 -0.071
H -0.211 -2.482 -0.130 0.162
H -1.626 0.243 1.494 0.110
H -0.166 0.545 -1.879 0.153
H -0.731 -1.523 -1.667 0.158
H 1.681 1.868 -1.692 0.139
H -1.010 1.599 -0.751 0.131
H 1.940 -1.064 1.018 0.136
H 1.263 2.605 -0.111 0.153
H -0.316 -0.905 1.935 0.105
H -2.205 -1.665 0.645 0.056
H -0.151 1.006 1.690 0.137
```

***

Energies, relative to the best one, in eV: one 0.192; two 0.000.

***

--- one ---
This record from OMol25 describes a structure of composition C5H10N2. The level of theory is wB97M-V/def2-TZVPD.

The LUMO energy is -11.1254 eV. The orbital gap is 9.802 eV. As for the total charge: +2.

```
17
Properties=species:S:1:pos:R:3:lowdin_charge:R:1
N 0.729 -1.143 0.221 0.116
N -1.239 0.041 -0.082 -0.065
C -0.442 0.820 -0.726 0.299
C 1.288 -0.083 -0.501 -0.097
C -2.649 0.202 0.033 0.028
C 2.552 0.617 0.193 0.016
C -0.555 -1.163 0.457 0.172
H -3.255 -0.552 0.589 0.147
H -1.027 -2.008 0.988 0.204
H 1.339 -0.354 -1.560 0.163
H 2.416 1.761 0.055 0.132
H 3.485 0.317 -0.341 0.108
H 2.636 0.246 1.282 0.120
H -2.864 1.070 0.653 0.137
H -3.049 0.208 -0.922 0.104
H -0.676 1.789 -1.181 0.176
H 1.311 -1.766 0.843 0.241
```

***

--- two ---
This record from OMol25 describes the ion C5H10N2 with charge +2. The level of theory is wB97M-V/def2-TZVPD.

The LUMO energy (alpha / beta) is -11.3580 / -11.3598 eV. The orbital gap (alpha / beta) is 8.975 / 8.972 eV. As for the total charge: +2.

```
17
Properties=species:S:1:pos:R:3:lowdin_charge:R:1
N 1.208 -1.193 0.672 0.185
N -0.519 0.017 -0.167 -0.177
C -1.975 0.204 -0.077 0.034
C 0.083 0.608 -1.398 0.017
C 0.093 -1.227 0.084 0.026
C 1.004 0.965 1.221 0.343
C 1.748 -0.019 1.350 0.002
H -0.215 1.655 -1.443 0.121
H 2.798 -0.020 1.765 0.210
H -2.167 1.276 -0.401 0.146
H 1.116 0.494 -1.383 0.081
H -2.363 -0.446 -0.887 0.128
H -2.408 -0.125 0.882 0.129
H 0.622 1.890 1.632 0.149
H -0.363 -2.131 -0.243 0.197
H 1.816 -2.034 0.707 0.227
H -0.479 0.088 -2.314 0.182
```

***

Energies, relative to the best one, in eV: one 0.000; two 1.556.

***

--- one ---
This record from OMol25 describes a cluster of 5 separate species, C3H14O5 in total. The level of theory is wB97M-V/def2-TZVPD.

The LUMO energy is 0.1682 eV. The orbital gap is 9.515 eV.

```
22
Properties=species:S:1:pos:R:3:lowdin_charge:R:1
O -3.795 -0.045 0.909 0.027
O 2.782 -1.722 -2.284 0.059
O 0.179 1.095 -2.288 -0.056
O -1.536 -0.344 3.745 -0.073
O -1.062 3.320 0.140 -0.102
C 1.858 -0.909 0.782 -0.092
C 2.181 -0.901 -1.657 -0.285
C 1.274 -1.520 -0.545 -0.213
H -4.156 0.412 0.175 0.032
H -0.719 -0.822 3.711 0.010
H 2.866 -0.731 0.756 0.032
H 0.244 -1.376 -0.799 0.074
H -2.038 3.267 0.605 0.128
H 1.319 0.042 1.020 0.074
H -3.457 0.303 1.626 -0.071
H 1.392 -1.666 1.564 0.107
H 0.062 0.131 -2.192 0.021
H -2.308 -0.972 3.621 0.072
H 2.204 0.168 -1.675 0.104
H -0.133 1.202 -1.383 0.025
H -0.998 4.255 0.109 -0.007
H 1.290 -2.673 -0.394 0.134
```

***

--- two ---
This record from OMol25 describes a cluster of 5 separate species, C3H14O5 in total. The level of theory is wB97M-V/def2-TZVPD.

The LUMO energy is 0.1550 eV. The orbital gap is 9.068 eV.

```
22
Properties=species:S:1:pos:R:3:lowdin_charge:R:1
O -0.688 -2.484 -2.128 -0.059
O 0.642 1.031 -0.506 -0.027
O 0.520 -4.395 3.896 -0.051
O 2.869 -2.692 2.531 -0.060
O -5.216 1.938 -1.913 -0.066
C -0.278 2.861 -1.489 -0.044
C 1.897 2.940 -0.004 0.038
C 0.799 2.429 -0.541 -0.417
H -0.559 -3.150 -1.444 0.029
H 2.612 2.391 0.614 0.064
H 2.288 -3.387 2.870 -0.002
H -0.332 3.949 -1.519 0.076
H -1.248 -1.889 -1.621 0.029
H -0.187 2.574 -2.547 0.093
H 2.247 3.939 -0.230 0.054
H -4.448 1.395 -1.680 0.030
H -4.869 2.064 -2.809 0.035
H 1.263 0.526 0.022 0.092
H 3.713 -3.108 2.361 0.027
H 0.125 -5.221 4.193 0.043
H -1.255 2.641 -1.080 0.073
H 0.104 -4.352 3.025 0.044
```

***

Energies, relative to the best one, in eV: one 1.356; two 0.000.